Entry from the Open Molecules 2025 dataset: 2 unconnected molecules or ions with the total composition C3H7OS (ωB97M-V/def2-TZVPD).

The orbital gap comes out at 6.47 eV. As for the HOMO energy: -2.5 eV. As for the net charge: -1.

Element x y z (Å)
1 O -2.089 -1.726 -1.871
2 C -1.318 -0.798 -1.840
3 H -0.274 -0.846 -2.155
4 H -1.677 0.167 -1.448
5 C 0.197 1.380 2.325
6 C 0.095 0.548 0.994
7 S 1.536 0.171 -0.021
8 H 0.094 2.455 2.191
9 H 1.000 0.994 2.953
10 H -0.768 1.078 2.767
11 H -0.691 1.141 0.482
12 H -0.401 -0.393 1.250

---

Entry from the Open Molecules 2025 dataset: 2 unconnected molecules or ions with the total composition C3H7PS (ωB97M-V/def2-TZVPD).

The orbital gap (alpha / beta) comes out at 8.79 / 7.71 eV. As for the HOMO energy (alpha / beta): -8.7 / -7.5 eV.

Element x y z (Å)
1 C -1.258 -0.244 -0.249
2 C 0.987 1.663 -0.157
3 C -0.584 -1.343 -1.023
4 P -2.634 0.883 -0.480
5 S -2.260 -0.468 1.142
6 H 1.054 1.972 -1.225
7 H 1.902 1.168 0.277
8 H 0.056 1.932 0.357
9 H -0.296 -2.173 -0.382
10 H 0.179 -0.800 -1.536
11 H -1.358 -1.743 -1.622
12 H -2.031 2.011 0.034

---

Entry from the Open Molecules 2025 dataset: a molecular structure, C3H8AlN4O5 (ωB97M-V/def2-TZVPD).

The orbital gap comes out at 4.38 eV. As for the HOMO energy: -13.2 eV. As for the net charge: +1.

Element x y z (Å)
1 Al -13.614 1.268 9.435
2 C -15.737 0.110 6.754
3 O -16.048 0.499 7.894
4 O -16.522 -0.385 5.947
5 O -14.520 0.313 6.542
6 C -16.801 3.530 10.284
7 O -15.619 3.179 10.377
8 N -17.425 3.762 9.120
9 N -17.600 3.859 11.356
10 H -18.383 4.046 9.151
11 H -16.964 3.708 8.231
12 H -17.319 3.846 12.319
13 H -18.495 4.239 11.125
14 C -13.835 -2.543 8.467
15 O -13.933 -1.439 9.044
16 N -12.649 -3.185 8.501
17 N -14.814 -3.149 7.779
18 H -12.004 -2.656 9.062
19 H -12.542 -4.065 8.033
20 H -15.678 -2.669 7.615
21 H -14.585 -4.088 7.509

---

Energy relative to the best compared isomer or geometry (same formula, charge and spin) values, unit eV, following the record order: 1.350, 3.988, 0.576.
Maximum force values, unit hartree/bohr, following the record order: 0.041, 0.038, 0.032.